1.
ORCA calculation (ωB97M-V/def2-TZVPD) on a structure of composition C30H28N4O5W.

```
68
Properties=species:S:1:pos:R:3:forces:R:3:mulliken_charge:R:1
W 0.4135 -0.1446 -0.3169 0.2 0.2 -0.1 2.15
N -0.6427 0.5726 -2.1554 0.0 0.1 0.0 -0.61
C -1.8620 1.3441 -1.8424 -0.1 0.0 0.0 -0.65
C -1.5508 2.1328 -0.6000 0.1 0.1 0.0 0.40
O -2.1433 3.0832 -0.2014 0.0 0.0 0.0 -0.49
N -0.4044 1.6016 0.0725 -0.2 -0.1 0.0 0.25
C 0.0630 2.4310 1.1757 0.0 0.0 0.0 -0.39
C 1.3633 1.8298 1.6432 -0.1 0.0 0.1 0.15
O 2.1315 2.2965 2.4090 0.0 0.0 -0.1 -0.50
O 1.5270 0.5770 1.0966 0.0 0.1 0.0 -0.78
H 0.0192 1.1665 -2.6557 0.0 0.0 0.0 0.37
H -0.8726 -0.2058 -2.7696 0.0 0.0 0.0 0.36
H -2.6836 0.6545 -1.6416 0.0 0.0 0.0 0.28
H -2.1546 2.0121 -2.6502 0.0 0.0 0.0 0.49
H -0.6581 2.4457 1.9975 0.0 0.0 0.0 0.37
H 0.2032 3.4640 0.8569 0.0 0.0 0.0 0.55
C -1.0482 -1.0563 3.8232 0.0 0.0 0.0 -1.01
C -2.0944 -1.9391 3.6082 0.0 0.0 0.0 -0.40
C -2.3208 -2.4066 2.3248 0.0 0.0 0.0 -1.13
C -1.5250 -1.9644 1.2854 0.0 0.0 0.0 1.04
N -0.5467 -1.0442 1.4844 0.1 0.0 0.0 -0.10
C -0.2986 -0.6375 2.7468 0.0 0.0 0.0 -0.20
C -1.5847 -2.4646 -0.0887 0.0 0.0 0.0 0.70
C -2.3268 -3.5722 -0.4822 0.0 0.0 0.0 -0.65
C -2.1939 -4.0622 -1.7706 0.0 0.0 0.0 -0.87
C -1.3099 -3.4609 -2.6593 0.0 0.0 0.0 -0.99
C -0.5959 -2.3371 -2.2751 0.0 0.0 0.0 -0.46
C -0.7405 -1.8082 -0.9828 0.0 0.0 0.0 0.27
H -0.7980 -0.6986 4.8113 0.0 0.0 0.0 0.48
H -2.7103 -2.2783 4.4303 0.0 0.0 0.0 0.47
H -3.1083 -3.1197 2.1324 0.0 0.0 0.0 0.45
H 0.5500 0.0059 2.9012 0.0 0.0 0.0 0.71
H -2.9872 -4.0763 0.2100 0.0 0.0 0.0 0.44
H -2.7616 -4.9302 -2.0764 0.0 0.0 0.0 0.44
H -1.1741 -3.8711 -3.6510 0.0 0.0 0.0 0.47
H 0.1105 -1.9117 -2.9834 0.0 0.0 0.0 0.49
C 5.6336 0.4538 -8.0287 0.0 0.0 0.0 -1.51
C 5.4902 1.0559 -6.6591 0.0 0.0 0.0 1.04
C 6.0139 2.3153 -6.3925 0.0 0.0 0.0 -0.82
C 5.9005 2.8994 -5.1400 0.0 0.0 0.0 -0.86
C 5.2626 2.2113 -4.1252 0.0 0.0 0.0 -0.70
C 4.7375 0.9529 -4.3867 0.0 0.0 0.0 -0.40
N 4.0685 0.2805 -3.3023 0.0 0.0 0.0 0.22
C 4.5535 -0.7737 -2.6417 0.0 0.0 0.0 1.13
C 5.8241 -1.3060 -2.9825 0.0 0.0 0.0 -0.93
C 6.3480 -2.3557 -2.2917 0.0 0.0 0.0 -0.58
C 5.6623 -2.9779 -1.2118 0.0 0.0 0.0 -0.95
C 4.4472 -2.5106 -0.8561 0.0 0.0 0.0 -0.80
C 3.8428 -1.4104 -1.5593 0.0 0.0 0.1 0.10
C 2.5867 -1.0337 -1.1269 0.1 0.1 -0.1 1.60
O 1.8288 -0.0445 -1.6770 0.0 -0.1 0.0 -1.01
O 1.9194 -1.5408 -0.1455 0.0 -0.2 0.1 -0.77
C 4.8238 0.3542 -5.6426 0.0 0.0 0.0 1.07
C 4.2445 -1.0038 -5.9271 0.0 0.0 0.0 -1.67
H 6.2429 1.0885 -8.6679 0.0 0.0 0.0 0.40
H 4.6620 0.3285 -8.5114 0.0 0.0 0.0 0.35
H 6.1015 -0.5311 -7.9855 0.0 0.0 0.0 0.33
H 6.5242 2.8485 -7.1846 0.0 0.0 0.0 0.40
H 6.3201 3.8783 -4.9535 0.0 0.0 0.0 0.40
H 5.1849 2.6310 -3.1300 0.0 0.0 0.0 0.50
H 3.2222 0.7024 -2.9604 0.0 0.0 0.0 0.33
H 6.3815 -0.8391 -3.7811 0.0 0.0 0.0 0.54
H 7.3291 -2.7205 -2.5683 0.0 0.0 0.0 0.44
H 6.1169 -3.8036 -0.6849 0.0 0.0 0.0 0.45
H 3.8971 -2.9507 -0.0364 0.0 0.0 0.0 0.49
H 3.5719 -1.3382 -5.1393 0.0 0.0 0.0 0.21
H 5.0319 -1.7544 -6.0324 0.0 0.0 0.0 0.38
H 3.6907 -0.9976 -6.8656 0.0 0.0 0.0 0.52
```
Positions in Å, forces in eV/Å.

Output
ΔE to the lowest compared entry with this formula, charge and spin ... 6.0 kcal per mole
Total charge ... +2


2.
ORCA calculation (ωB97M-V/def2-TZVPD) on a cluster of 2 separate species, C2H2N2O2S in total.

```
9
Properties=species:S:1:pos:R:3:forces:R:3:mulliken_charge:R:1
C -0.4456 -0.6267 -1.3497 -0.7 -3.9 -0.9 0.47
C 0.1542 0.4981 -0.8834 0.6 2.1 0.7 -0.41
N -0.8400 -1.6824 -1.6887 0.4 2.0 0.5 -0.38
N -0.8508 0.1615 1.3994 0.3 0.1 -0.7 0.77
O -1.9287 -0.2179 1.6953 -0.7 -0.1 0.1 -0.45
O 0.1742 0.1846 1.9869 0.3 -0.1 1.0 -0.41
S 1.7355 0.7053 -0.1954 0.4 0.2 -0.4 -0.11
H -0.3098 1.4608 -1.2115 0.7 -0.8 0.5 0.32
H 2.3110 -0.4833 0.2471 -1.3 0.5 -0.7 0.19
```
Positions in Å, forces in eV/Å.

Output
ΔE to the lowest compared entry with this formula, charge and spin ... 124.7 kcal per mole


3.
ORCA calculation (ωB97M-V/def2-TZVPD) on the ion C4H8NO3S with charge +1.

```
17
Properties=species:S:1:pos:R:3:forces:R:3:lowdin_spin:R:1
C -1.1655 0.0118 -0.4287 3.1 1.7 1.5 0.79
C -0.3579 1.3385 -0.7940 0.4 -1.9 2.9 0.11
C 0.8970 1.4907 0.1689 -1.7 0.0 0.2 0.01
C 1.6146 -0.7319 0.4963 0.4 -0.7 -1.4 0.02
N 2.2870 -1.7870 0.1488 -1.7 -1.0 1.7 0.01
O -3.2622 -1.3899 -0.1884 1.7 -0.1 -0.3 0.11
O -1.6304 0.0590 1.0747 5.2 -0.1 0.8 0.27
O 1.7484 0.3528 -0.0997 1.5 0.9 -1.0 0.02
S -2.7675 0.1588 0.0361 -8.0 0.2 -2.2 0.64
H -0.0803 1.3835 -1.7926 0.5 -0.1 -1.9 0.00
H -1.0593 2.1274 -0.5795 -0.3 0.6 0.1 0.02
H 1.6347 2.2981 -0.1356 -1.6 -0.4 1.0 0.00
H 0.4277 1.3880 1.2543 1.6 0.8 -2.0 0.00
H 0.8771 -0.7364 1.2123 -1.7 -0.8 1.9 0.01
H 3.0750 -1.8112 -0.4241 1.3 0.4 -1.4 0.00
H -4.1771 -1.4636 -0.4235 -1.1 0.2 -0.2 0.00
H 1.9388 -2.6888 0.4748 0.4 0.4 0.2 0.00
```
Positions in Å, forces in eV/Å.

Output
ΔE to the lowest compared entry with this formula, charge and spin ... 0.0 kcal per mole
Spin multiplicity ... 3
Total charge ... +1


4.
ORCA calculation (ωB97M-V/def2-TZVPD) on a cluster of 2 separate species, C6H16O in total.

```
23
Properties=species:S:1:pos:R:3:forces:R:3:mulliken_charge:R:1
C 1.3479 0.3807 0.0270 0.0 -0.6 -0.4 -1.21
C -2.3170 -0.4486 -0.9996 0.0 -0.3 0.3 -1.68
C -0.5616 -2.2231 -0.5039 0.4 0.6 -0.2 -1.58
C -1.2406 -0.5623 1.2732 -0.2 -0.3 0.9 -1.83
C 0.0161 0.2668 -0.7575 0.9 -0.4 0.4 -0.67
C -1.0354 -0.7847 -0.1904 0.0 1.4 -1.6 1.87
H 1.9762 1.1436 -0.4628 -0.1 -0.3 0.3 0.36
H 1.8613 -0.5933 -0.0393 0.1 0.4 0.2 0.28
H 1.2358 0.6476 1.0913 -0.1 0.0 -0.5 0.30
H -3.1867 -0.9982 -0.6020 0.2 0.1 -0.2 0.41
H -2.1872 -0.7164 -2.0617 -0.1 0.1 0.4 0.36
H -2.5233 0.6328 -0.9321 0.0 -0.4 0.0 0.38
H -1.3200 -3.0151 -0.3848 0.1 0.5 0.1 0.39
H 0.3077 -2.4706 0.1283 -0.3 -0.1 -0.3 0.36
H -0.2361 -2.2033 -1.5576 -0.1 -0.4 0.3 0.37
H -2.0031 -1.2728 1.6344 0.2 0.3 0.1 0.45
H -1.5689 0.4615 1.5195 0.1 -0.3 -0.2 0.33
H -0.2933 -0.7645 1.8009 -0.5 0.1 0.0 0.38
H -0.3029 1.3242 -0.8325 -0.8 -0.7 0.0 0.37
H 0.2537 -0.0863 -1.7794 -0.1 0.4 0.3 0.35
O 4.1786 3.8291 1.5135 -0.8 -0.2 -0.9 -0.64
H 3.2206 4.0487 1.4668 1.0 -0.3 0.0 0.32
H 4.3782 3.4044 0.6486 -0.3 0.5 0.9 0.32
```
Positions in Å, forces in eV/Å.

Output
ΔE to the lowest compared entry with this formula, charge and spin ... 6.3 kcal per mole